1.
{"formula": "CH2Cl3P", "method": "ωB97M-V with the def2-TZVPD basis set", "energy_ha": -1761.17405, "max_force_ev_per_a": 5.644, "lumo_energy_ev": [-1.0, -1.1], "de_lowest_kcal_mol": 36.4, "total_charge": 0, "species": ["C", "P", "Cl", "Cl", "Cl", "H", "H"], "xyz": [[0.899, 0.467, 0.117], [-1.689, 0.201, -0.071], [-1.347, -0.735, -1.641], [-1.994, -1.397, 1.331], [2.300, 0.425, 1.204], [0.852, -0.368, -0.612], [0.979, 1.407, -0.328]]}

=====

2.
{"formula": "CH2ClIO", "method": "ωB97M-V with the def2-TZVPD basis set", "energy_ha": -872.27101, "max_force_ev_per_a": 4.485, "lumo_energy_ev": [-1.4, -1.4], "de_lowest_kcal_mol": 89.0, "total_charge": 0, "species": ["C", "O", "Cl", "I", "H", "H"], "xyz": [[0.252, -0.737, 0.183], [-0.881, 1.194, -0.479], [-1.097, -1.455, 0.737], [1.331, 0.205, 1.673], [0.861, -0.784, -0.774], [-0.466, 1.576, -1.340]]}

=====

3.
{"formula": "CH2ClIO", "method": "ωB97M-V with the def2-TZVPD basis set", "energy_ha": -872.31552, "max_force_ev_per_a": 4.289, "lumo_energy_ev": -0.1, "de_lowest_kcal_mol": 61.1, "total_charge": 0, "species": ["C", "O", "Cl", "I", "H", "H"], "xyz": [[-0.878, -1.498, 1.647], [0.095, -1.028, 1.043], [0.592, 1.887, -1.238], [-2.444, -1.931, 0.353], [0.076, 0.906, -0.413], [0.340, -1.003, 0.055]]}

=====

4.
{"formula": "CH2ClNO2", "method": "ωB97M-V with the def2-TZVPD basis set", "energy_ha": -704.60458, "max_force_ev_per_a": 2.450, "lumo_energy_ev": -0.4, "de_lowest_kcal_mol": 72.7, "total_charge": 0, "species": ["O", "C", "Cl", "H", "N", "O", "H"], "xyz": [[1.210, 1.727, -0.924], [0.314, 0.976, -1.126], [-1.125, 0.688, -0.155], [0.136, 0.148, -1.953], [-0.009, -1.063, 1.752], [0.469, -1.788, 0.911], [-0.995, -0.689, 1.495]]}

=====

5.
{"formula": "CH2ClNO2", "method": "ωB97M-V with the def2-TZVPD basis set", "energy_ha": -704.55255, "max_force_ev_per_a": 4.295, "lumo_energy_ev": [-0.4, -0.4], "de_lowest_kcal_mol": 105.4, "total_charge": 0, "species": ["C", "N", "O", "O", "Cl", "H", "H"], "xyz": [[-0.850, -0.446, 0.243], [1.075, 0.499, -0.032], [1.777, 0.493, 0.918], [1.154, 0.867, -1.183], [-1.280, -0.142, -1.462], [-0.446, -1.474, 0.488], [-1.429, 0.204, 1.028]]}

=====

6.
{"formula": "CH2ClNO2", "method": "ωB97M-V with the def2-TZVPD basis set", "energy_ha": -704.59514, "max_force_ev_per_a": 3.050, "multiplicity": 3, "lumo_energy_ev": [0.7, -1.6], "de_lowest_kcal_mol": 0.0, "total_charge": 0, "species": ["C", "N", "O", "O", "Cl", "H", "H"], "xyz": [[0.280, -1.363, 0.854], [-0.805, 2.027, -1.365], [-0.293, -2.051, 1.615], [-1.142, 1.177, -0.550], [1.907, -1.882, 0.298], [0.029, 2.484, -1.197], [0.023, -0.391, 0.345]]}

=====

7.
{"formula": "CH2ClNO2S", "method": "ωB97M-V with the def2-TZVPD basis set", "energy_ha": -1102.87441, "max_force_ev_per_a": 3.493, "lumo_energy_ev": -1.0, "de_lowest_kcal_mol": 33.8, "total_charge": 0, "species": ["N", "C", "O", "O", "S", "Cl", "H", "H"], "xyz": [[1.279, 0.318, -0.024], [0.551, -0.810, -0.155], [0.942, -1.870, -0.619], [-0.773, -0.571, 0.446], [-2.016, 0.773, 0.763], [-3.108, 0.853, -0.911], [0.814, 1.102, 0.578], [2.312, 0.205, -0.077]]}

=====

8.
{"formula": "CH2ClNO2S2", "method": "ωB97M-V with the def2-TZVPD basis set", "energy_ha": -1501.08619, "max_force_ev_per_a": 3.319, "lumo_energy_ev": -1.3, "de_lowest_kcal_mol": 0.2, "total_charge": 0, "species": ["C", "N", "O", "O", "S", "S", "Cl", "H", "H"], "xyz": [[1.463, 0.666, 0.750], [0.894, 1.108, -0.221], [0.295, -2.222, -0.450], [-1.255, -0.775, 0.710], [2.517, 0.102, 1.744], [-0.381, -1.868, 0.753], [-2.069, 1.315, -1.655], [0.027, 1.365, -0.589], [-1.492, 0.310, -1.041]]}

=====

9.
{"formula": "CH2ClO2S", "method": "ωB97M-V with the def2-TZVPD basis set", "energy_ha": -1048.14991, "max_force_ev_per_a": 6.730, "lumo_energy_ev": [3.9, 3.9], "de_lowest_kcal_mol": 22.5, "total_charge": -1, "species": ["C", "S", "O", "O", "Cl", "H", "H"], "xyz": [[-1.284, 0.121, -0.075], [0.579, 0.410, 0.102], [1.129, 1.098, 1.204], [1.090, 0.857, -1.247], [1.633, -1.648, -0.120], [-1.363, -0.712, -0.766], [-1.784, -0.127, 0.902]]}

=====

10.
{"formula": "CH2ClO3S", "method": "ωB97M-V with the def2-TZVPD basis set", "energy_ha": -1123.35247, "max_force_ev_per_a": 4.092, "lumo_energy_ev": [2.7, 3.6], "de_lowest_kcal_mol": 69.7, "total_charge": -1, "species": ["C", "O", "O", "O", "S", "Cl", "H", "H"], "xyz": [[2.538, -0.563, -0.208], [-1.864, 0.396, 1.528], [-1.857, 1.810, -0.528], [-3.136, -0.310, -0.496], [-2.044, 0.530, 0.081], [0.983, 0.107, -0.170], [2.902, -0.729, 0.845], [2.479, -1.241, -1.052]]}

=====

11.
{"formula": "CH2ClOP", "method": "ωB97M-V with the def2-TZVPD basis set", "energy_ha": -916.02725, "max_force_ev_per_a": 3.848, "lumo_energy_ev": 0.4, "de_lowest_kcal_mol": 27.9, "total_charge": 0, "species": ["O", "C", "P", "Cl", "H", "H"], "xyz": [[-0.728, -1.904, 1.427], [-0.610, -0.791, 1.156], [0.225, 0.033, -0.599], [-1.091, 1.521, -0.562], [1.096, 0.717, 0.156], [1.108, 0.424, -1.578]]}

=====

12.
{"formula": "CH2CoLiO", "method": "ωB97M-V with the def2-TZVPD basis set", "energy_ha": -1503.92860, "max_force_ev_per_a": 2.537, "multiplicity": 5, "lumo_energy_ev": [-10.6, -12.8], "de_lowest_kcal_mol": 3.0, "total_charge": 2, "species": ["C", "O", "H", "Co", "Li", "H"], "xyz": [[-0.650, -0.110, 0.198], [-0.144, 0.044, -0.913], [-0.476, 0.471, 1.115], [-1.754, -1.688, 0.500], [1.630, 0.515, -1.286], [1.394, 0.767, 0.386]]}

=====

13.
{"formula": "CH2F2IP", "method": "ωB97M-V with the def2-TZVPD basis set", "energy_ha": -877.93546, "max_force_ev_per_a": 2.250, "lumo_energy_ev": [-1.0, -1.3], "de_lowest_kcal_mol": 64.5, "total_charge": 0, "species": ["C", "F", "F", "P", "I", "H", "H"], "xyz": [[1.722, 0.561, -1.529], [1.900, -0.326, -0.527], [1.626, -0.157, -2.674], [-2.380, -0.484, 1.609], [0.282, 1.958, -1.168], [-2.135, -1.411, 2.646], [-1.015, -0.141, 1.644]]}

=====

14.
{"formula": "CH2F2IP", "method": "ωB97M-V with the def2-TZVPD basis set", "energy_ha": -877.96480, "max_force_ev_per_a": 1.975, "lumo_energy_ev": [-3.0, -0.8], "de_lowest_kcal_mol": 46.0, "total_charge": 0, "species": ["C", "F", "F", "P", "I", "H", "H"], "xyz": [[1.345, -0.424, 0.028], [1.833, -0.903, 1.143], [1.846, -1.008, -1.029], [-0.524, 0.021, 0.014], [-3.752, 0.790, 0.183], [-0.575, 0.609, -1.304], [-0.172, 0.915, 0.966]]}

=====

15.
{"formula": "CH2F2N2", "method": "ωB97M-V with the def2-TZVPD basis set", "energy_ha": -348.39783, "max_force_ev_per_a": 8.672, "lumo_energy_ev": 0.6, "de_lowest_kcal_mol": 74.4, "total_charge": 0, "species": ["H", "N", "C", "F", "N", "F", "H"], "xyz": [[-1.572, 1.394, 0.385], [-0.616, 1.492, -0.067], [-0.279, 0.023, -0.051], [-1.263, -0.938, -0.036], [0.888, -0.558, -0.312], [1.974, 0.180, 0.021], [0.868, -1.593, 0.061]]}

=====

16.
{"formula": "CH2F2N2", "method": "ωB97M-V with the def2-TZVPD basis set", "energy_ha": -348.33511, "max_force_ev_per_a": 15.265, "lumo_energy_ev": -1.3, "de_lowest_kcal_mol": 113.8, "total_charge": 0, "species": ["N", "C", "F", "N", "F", "H", "H"], "xyz": [[0.769, 1.015, 1.376], [0.152, 0.012, 1.403], [0.160, -1.192, 1.948], [-0.199, 0.282, -1.459], [-0.372, -1.113, -1.194], [0.441, 0.305, -0.590], [-0.951, 0.690, -1.483]]}

=====

17.
{"formula": "CH2F2NO2S", "method": "ωB97M-V with the def2-TZVPD basis set", "energy_ha": -842.38087, "max_force_ev_per_a": 1.647, "multiplicity": 3, "lumo_energy_ev": [4.1, 3.3], "de_lowest_kcal_mol": 0.0, "total_charge": -1, "species": ["C", "N", "O", "O", "F", "F", "S", "H", "H"], "xyz": [[1.595, -0.189, 0.301], [-0.627, -0.150, -0.938], [-2.280, -1.112, 0.695], [-2.315, 1.349, 0.351], [2.361, -1.164, -0.264], [2.286, 0.984, 0.174], [-2.048, 0.006, -0.225], [1.395, -0.410, 1.345], [-0.369, 0.686, -1.441]]}

=====

18.
{"formula": "CH2F2O2", "method": "ωB97M-V with the def2-TZVPD basis set", "energy_ha": -389.17052, "max_force_ev_per_a": 11.221, "multiplicity": 3, "lumo_energy_ev": [0.7, -3.4], "de_lowest_kcal_mol": 78.7, "total_charge": 0, "species": ["C", "O", "O", "F", "F", "H", "H"], "xyz": [[-0.705, 0.729, -1.483], [-0.228, 0.375, -0.467], [0.550, -0.988, 1.718], [-0.551, 1.976, -1.726], [1.638, -1.620, 1.205], [0.819, -0.797, 2.688], [-1.523, 0.325, -1.935]]}

=====

19.
{"formula": "CH2F2O3", "method": "ωB97M-V with the def2-TZVPD basis set", "energy_ha": -464.60476, "max_force_ev_per_a": 5.690, "lumo_energy_ev": 0.5, "de_lowest_kcal_mol": 39.7, "total_charge": 0, "species": ["C", "O", "O", "O", "F", "F", "H", "H"], "xyz": [[0.169, 0.652, 0.335], [-0.758, 1.431, 0.689], [0.032, -1.632, -0.990], [-0.596, -1.077, 0.112], [0.656, 0.835, -0.951], [1.115, 0.534, 1.222], [-1.508, 1.235, 0.079], [0.890, -1.977, -0.495]]}

=====

20.
{"formula": "CH2F3NO2P", "method": "ωB97M-V with the def2-TZVPD basis set", "energy_ha": -885.64115, "max_force_ev_per_a": 4.996, "lumo_energy_ev": 4.3, "de_lowest_kcal_mol": 0.0, "total_charge": -1, "species": ["C", "N", "O", "O", "F", "F", "F", "P", "H", "H"], "xyz": [[-1.107, -0.524, -0.017], [1.467, -0.351, 0.076], [0.156, 1.596, -1.131], [0.219, 1.559, 1.417], [-2.370, -0.012, -0.012], [-1.102, -1.464, -0.951], [-1.034, -1.242, 1.169], [0.284, 0.794, 0.134], [1.428, -0.734, -0.892], [2.059, 0.378, 0.205]]}